# 1
Formula: C5H8N2
Source: the OMol25 dataset
Level of theory: ωB97M-V/def2-TZVPD

Summary:
SMILES: C[C@@]1(CC#N)CN1
gap between HOMO and LUMO: 10.86 eV
E_LUMO: 0.886 eV

Last column: Löwdin charge in e.
Atoms and positions in Å:
N  -1.18  -1.67  -2.23  0.1462
N  0.52  1.49  0.72  0.0515
C  -0.32  -0.96  -1.92  -0.2203
C  -0.89  1.24  0.37  -0.1096
C  0.23  -1.03  1.04  -0.0249
C  0.64  -0.03  -1.28  -0.1081
C  0.15  0.20  0.16  -0.5462
H  -1.61  1.08  1.17  0.1104
H  -0.22  -1.93  0.59  0.0814
H  0.65  0.91  -1.85  0.1233
H  1.64  -0.46  -1.30  0.1237
H  1.28  -1.24  1.23  0.0859
H  0.63  1.42  1.73  0.0966
H  -0.27  -0.86  2.00  0.0837
H  -1.24  1.83  -0.47  0.1065

***

# 2
Formula: C5H8N2
Source: the OMol25 dataset
Level of theory: ωB97M-V/def2-TZVPD

Summary:
gap between HOMO and LUMO (alpha / beta): 7.72 / 7.72 eV
E_LUMO (alpha / beta): 0.647 / 0.647 eV

Last column: Löwdin charge in e.
Atoms and positions in Å:
N  -2.06  0.51  0.50  0.1001
N  0.12  -1.22  0.85  -0.0491
C  0.32  0.05  0.16  -0.4405
C  -0.88  0.73  -0.17  -0.1211
C  1.68  0.69  0.16  -0.0311
C  0.02  -2.01  -0.31  -0.1720
C  -0.03  -1.03  -1.24  -0.0366
H  -0.10  -0.82  -2.29  0.0528
H  1.73  1.51  -0.56  0.0825
H  0.70  -1.49  1.63  0.1087
H  -0.83  1.61  -0.79  0.1352
H  -2.91  0.77  0.02  0.0987
H  1.90  1.11  1.15  0.0839
H  -2.10  -0.37  0.99  0.0997
H  2.44  -0.05  -0.10  0.0886

***

# 3
Formula: C5H8N2
Source: the OMol25 dataset
Level of theory: ωB97M-V/def2-TZVPD

Summary:
SMILES: Cn1cccc1N
gap between HOMO and LUMO: 8.72 eV
E_LUMO: 0.986 eV

Last column: Löwdin charge in e.
Atoms and positions in Å:
N  -0.12  -0.58  0.06  -0.1253
N  -1.27  1.46  -0.53  0.0899
C  1.25  1.13  -0.32  -0.0621
C  -1.33  -1.28  0.43  -0.0338
C  2.03  -0.03  -0.08  -0.1080
C  1.16  -1.06  0.16  -0.1160
C  -0.07  0.76  -0.25  -0.3616
H  -1.10  2.23  -1.16  0.0812
H  -1.68  -0.94  1.42  0.0912
H  -1.70  1.83  0.31  0.0827
H  1.34  -2.11  0.36  0.1090
H  1.61  2.14  -0.51  0.0934
H  -1.11  -2.35  0.50  0.0852
H  3.11  -0.10  -0.08  0.0893
H  -2.12  -1.11  -0.30  0.0847

***

# 4
Formula: C5H8N2
Source: the OMol25 dataset
Level of theory: ωB97M-V/def2-TZVPD

Summary:
gap between HOMO and LUMO (alpha / beta): 8.65 / 8.70 eV
E_LUMO (alpha / beta): -0.196 / -0.184 eV

Last column: Löwdin charge in e.
Atoms and positions in Å:
N  1.02  0.15  0.54  -0.2725
N  -0.18  0.04  1.20  0.1270
C  -1.08  0.22  0.26  -0.3613
C  -0.53  0.52  -1.05  0.0112
C  2.20  -0.20  0.98  0.0786
C  0.80  0.44  -0.82  -0.0908
C  -2.45  -0.13  0.63  -0.0374
H  -2.74  0.45  1.51  0.0889
H  -3.10  0.02  -0.23  0.0774
H  2.06  -0.71  1.93  0.0080
H  -1.18  0.91  -1.85  0.1215
H  2.15  -2.69  -1.50  0.0357
H  1.77  0.46  -1.31  0.0483
H  3.66  1.70  -1.20  0.0742
H  -2.41  -1.18  0.91  0.0914

***

# 5
Formula: C5H8N2
Source: the OMol25 dataset
Level of theory: ωB97M-V/def2-TZVPD

Summary:
gap between HOMO and LUMO: 8.61 eV
E_LUMO: 0.442 eV

Last column: Löwdin charge in e.
Atoms and positions in Å:
N  2.77  -0.15  -0.53  0.1564
N  -0.60  -1.04  -0.07  -0.1678
C  -0.70  -0.70  -1.36  -0.0252
C  0.52  -1.42  -0.92  -0.2215
C  1.77  -0.70  -0.71  -0.1689
C  0.05  2.18  0.43  -0.0546
C  -0.96  -1.14  1.17  0.0487
H  -0.16  1.63  -0.50  -0.0065
H  -0.42  3.17  0.40  0.0180
H  -0.22  -1.45  1.90  0.0817
H  -1.49  -0.95  -2.06  0.0975
H  -0.39  1.62  1.26  0.0026
H  1.13  2.28  0.57  0.0189
H  0.66  -2.50  -1.04  0.1402
H  -1.96  -0.83  1.46  0.0803

***

# 6
Formula: C5H8N2
Source: the OMol25 dataset
Level of theory: ωB97M-V/def2-TZVPD

Summary:
SMILES: C[C@@]1(CC#N)CN1
gap between HOMO and LUMO: 10.60 eV
E_LUMO: 0.759 eV

Last column: Löwdin charge in e.
Atoms and positions in Å:
N  -0.40  -1.31  0.39  0.0480
N  2.63  -1.89  -0.58  0.1452
C  1.24  0.33  -0.52  -0.1105
C  -1.27  0.89  -0.63  -0.0294
C  2.02  -0.91  -0.55  -0.2339
C  -0.31  -0.30  1.45  -0.1144
C  -0.17  0.09  0.03  -0.5208
H  0.57  -0.38  2.08  0.1105
H  -2.25  0.52  -0.29  0.0829
H  -1.22  1.96  -0.37  0.0870
H  1.20  0.73  -1.54  0.1183
H  -1.36  -1.60  0.22  0.0996
H  -1.23  0.80  -1.72  0.0826
H  1.78  1.07  0.09  0.1254
H  -1.22  0.01  1.96  0.1093

***

# 7
Formula: C5H8N2
Source: the OMol25 dataset
Level of theory: ωB97M-V/def2-TZVPD

Summary:
SMILES: C1=CC1.N=C=CN
gap between HOMO and LUMO: 9.35 eV
E_LUMO: 0.839 eV

Last column: Löwdin charge in e.
Atoms and positions in Å:
N  0.50  -1.55  -1.51  0.1167
N  -1.88  -0.98  1.16  0.0121
C  -0.08  -1.59  -0.45  -0.2104
C  0.79  1.08  -1.19  -0.1642
C  1.43  1.44  0.12  -0.1390
C  -0.53  -1.20  0.77  -0.2269
C  0.01  1.06  -0.09  -0.1134
H  0.74  1.60  -2.14  0.1092
H  2.11  0.72  0.58  0.0814
H  -2.25  -1.74  1.72  0.0799
H  -2.48  -0.84  0.36  0.0811
H  0.81  -0.39  -1.57  0.0634
H  -0.97  1.34  0.26  0.1012
H  0.14  -1.43  1.60  0.1206
H  1.66  2.48  0.37  0.0884

***

# 8
Formula: C5H8N2
Source: the OMol25 dataset
Level of theory: ωB97M-V/def2-TZVPD

Summary:
gap between HOMO and LUMO (alpha / beta): 7.83 / 7.86 eV
E_LUMO (alpha / beta): 0.018 / -0.218 eV

Last column: Löwdin charge in e.
Atoms and positions in Å:
N  0.02  2.12  0.59  0.0868
N  2.06  -0.69  -0.26  0.0324
C  -1.36  -1.18  -0.22  0.0515
C  1.00  -0.09  0.48  -0.3328
C  -0.41  -0.15  -0.41  -0.4096
C  -1.25  1.03  -0.03  -0.0622
C  0.96  1.38  0.75  -0.1239
H  0.86  -0.63  1.42  0.1402
H  2.87  -0.87  0.32  0.0785
H  -1.84  0.94  0.88  0.0951
H  -1.78  1.55  -0.83  0.0973
H  -1.60  -1.92  -0.97  0.0616
H  -1.81  -1.32  0.76  0.0641
H  -0.08  -0.09  -1.45  0.1382
H  2.36  -0.09  -1.03  0.0828

***

# 9
Formula: C5H8N2
Source: the OMol25 dataset
Level of theory: ωB97M-V/def2-TZVPD

Summary:
gap between HOMO and LUMO (alpha / beta): 7.94 / 8.03 eV
E_LUMO (alpha / beta): -0.024 / -0.241 eV

Last column: Löwdin charge in e.
Atoms and positions in Å:
N  0.61  0.37  2.41  0.1465
N  2.25  -0.16  -0.48  0.0481
C  -0.06  0.11  -1.06  -0.0455
C  -1.39  0.55  -0.59  -0.2910
C  0.44  0.00  1.32  -0.2432
C  -1.71  -0.17  0.63  -0.0155
C  0.89  -0.46  -0.10  -0.4202
H  -1.80  -1.24  0.61  0.0759
H  -2.13  0.31  -1.38  0.1271
H  0.22  0.07  -2.11  0.1068
H  -1.46  1.64  -0.48  0.1241
H  -2.05  0.33  1.53  0.0704
H  0.83  -1.54  0.04  0.1462
H  2.43  0.83  -0.44  0.0866
H  2.92  -0.63  0.11  0.0837

***

# 10
Formula: C5H8N2
Source: the OMol25 dataset
Level of theory: ωB97M-V/def2-TZVPD

Summary:
gap between HOMO and LUMO: 9.16 eV
E_LUMO: 0.608 eV

Last column: Löwdin charge in e.
Atoms and positions in Å:
N  0.35  2.71  0.19  0.1648
N  1.50  -0.46  1.09  -0.1440
C  -0.58  0.27  -0.12  -0.3560
C  -0.05  1.63  0.06  -0.2062
C  1.34  -0.31  2.39  0.0135
C  -1.23  0.14  -1.50  -0.0657
C  0.51  -0.80  0.07  -0.1738
H  0.02  -1.74  0.35  0.1281
H  0.26  -0.52  2.57  -0.0009
H  -1.62  -0.88  -1.64  0.0853
H  -2.05  0.85  -1.63  0.0873
H  1.03  -0.96  -0.88  0.1250
H  2.43  -0.27  0.72  0.1119
H  -1.34  0.14  0.66  0.1416
H  -0.48  0.32  -2.28  0.0891

***

# 11
Formula: C5H8N2
Source: the OMol25 dataset
Level of theory: ωB97M-V/def2-TZVPD

Summary:
gap between HOMO and LUMO (alpha / beta): 6.17 / 6.18 eV
E_LUMO (alpha / beta): 0.158 / 0.201 eV

Last column: Löwdin charge in e.
Atoms and positions in Å:
N  -1.86  -0.98  1.28  0.0473
N  0.51  -0.54  1.14  0.1123
C  -0.70  0.19  -0.68  -0.0829
C  1.48  0.93  -1.89  0.0053
C  -0.87  -0.05  0.78  -0.4202
C  1.34  -0.31  0.18  -0.0032
C  0.68  0.32  -0.96  -0.3935
H  -1.47  0.72  -1.23  0.0821
H  -0.96  0.87  1.39  0.1437
H  2.56  0.83  -1.86  0.0277
H  0.71  -1.00  2.01  0.1577
H  1.06  1.55  -2.67  0.0391
H  -2.60  -0.48  1.75  0.0671
H  2.40  -0.55  0.26  0.1441
H  -2.26  -1.50  0.50  0.0734

***

# 12
Formula: C5H8N2
Source: the OMol25 dataset
Level of theory: ωB97M-V/def2-TZVPD

Summary:
gap between HOMO and LUMO: 9.45 eV
E_LUMO: 0.828 eV

Last column: Löwdin charge in e.
Atoms and positions in Å:
N  -0.36  -2.30  0.39  -0.2005
N  -1.33  -1.76  0.24  0.2159
C  0.95  1.34  -0.11  -0.1288
C  0.82  -2.80  0.42  -0.0805
C  -1.13  1.23  -0.53  -0.1710
C  0.21  1.23  -1.18  -0.1471
C  -0.22  1.42  0.77  -0.2014
H  -1.79  0.45  -0.68  0.0406
H  2.04  1.19  0.09  0.1140
H  -0.29  0.60  1.60  0.1184
H  -0.64  2.37  1.15  0.1003
H  0.64  1.11  -2.21  0.1050
H  1.12  -3.67  1.11  0.0844
H  -1.63  2.17  -0.77  0.0996
H  1.61  -2.60  -0.30  0.0509

***

# 13
Formula: C5H8N2
Source: the OMol25 dataset
Level of theory: ωB97M-V/def2-TZVPD

Summary:
SMILES: Cc1nccn1C
gap between HOMO and LUMO: 9.15 eV
E_LUMO: 0.832 eV

Last column: Löwdin charge in e.
Atoms and positions in Å:
N  -0.25  0.56  -0.09  -0.1644
N  -1.13  -1.46  -0.03  0.0857
C  -2.15  -0.51  0.03  -0.1259
C  -1.55  0.72  -0.04  -0.1243
C  1.37  -1.39  -0.03  -0.0252
C  0.80  1.46  0.02  -0.0538
C  -0.03  -0.81  0.02  -0.4046
H  -1.99  1.77  -0.25  0.1454
H  0.37  2.45  -0.11  0.0841
H  -3.18  -0.73  0.18  0.0807
H  1.62  1.24  -0.72  0.1040
H  2.01  -0.86  -0.72  0.0490
H  1.11  -2.49  -0.38  0.1231
H  1.13  1.33  1.16  0.1440
H  1.88  -1.29  0.95  0.0821

***

# 14
Formula: C5H8N2
Source: the OMol25 dataset
Level of theory: ωB97M-V/def2-TZVPD

Summary:
gap between HOMO and LUMO: 9.03 eV
E_LUMO: 0.820 eV

Last column: Löwdin charge in e.
Atoms and positions in Å:
N  -0.28  -1.33  1.39  -0.0481
N  1.11  1.11  -0.87  0.0521
C  -0.23  -2.14  0.36  -0.0522
C  0.12  0.22  -0.29  -0.4571
C  0.04  -1.22  -0.81  -0.1544
C  -0.10  0.12  1.22  -0.0992
C  -0.31  1.41  -1.05  -0.1175
H  1.52  1.72  -0.17  0.0904
H  -0.99  0.66  1.56  0.1194
H  -0.76  -1.35  -1.56  0.1064
H  -0.74  2.24  -0.51  0.1062
H  0.76  0.48  1.79  0.1211
H  0.97  -1.51  -1.30  0.1102
H  -0.45  -1.69  2.32  0.1189
H  -0.67  1.29  -2.07  0.1038

***

# 15
Formula: C5H8N2
Source: the OMol25 dataset
Level of theory: ωB97M-V/def2-TZVPD

Summary:
gap between HOMO and LUMO: 8.53 eV
E_LUMO: 0.662 eV

Last column: Löwdin charge in e.
Atoms and positions in Å:
N  0.53  -0.54  0.35  -0.1335
N  0.84  1.59  1.07  0.0137
C  0.80  -1.77  -0.38  -0.0354
C  1.41  0.49  0.64  -0.1725
C  -0.57  1.32  1.20  -0.1378
C  -1.36  1.25  -0.57  -0.0233
C  -0.73  0.01  0.63  -0.2550
H  -2.43  1.32  -0.40  0.0688
H  0.35  -2.63  0.14  0.0896
H  -1.13  0.61  -1.44  0.0744
H  -0.92  2.23  -0.74  0.0702
H  1.89  -1.93  -0.43  0.0885
H  2.48  0.33  0.49  0.1253
H  -1.58  -0.66  0.72  0.1391
H  0.40  -1.73  -1.40  0.0881

***

# 16
Formula: C5H8N2
Source: the OMol25 dataset
Level of theory: ωB97M-V/def2-TZVPD

Summary:
SMILES: N[C@@H]1C=C[C@H]2CN12
gap between HOMO and LUMO: 9.93 eV
E_LUMO: 1.100 eV

Last column: Löwdin charge in e.
Atoms and positions in Å:
N  -1.04  1.55  -1.19  0.0442
N  -0.62  -0.68  -0.45  -0.0153
C  0.68  -1.31  -0.13  -0.2486
C  -0.48  0.75  -0.11  -0.4218
C  -0.51  -1.53  0.73  -0.1071
C  1.00  0.96  0.13  -0.0344
C  1.63  -0.21  0.18  -0.0437
H  -1.23  2.48  -0.82  0.0696
H  2.69  -0.36  0.36  0.1021
H  -0.57  -1.04  1.70  0.1134
H  -1.01  0.91  0.84  0.1356
H  -1.94  1.14  -1.42  0.0694
H  1.02  -2.13  -0.77  0.1307
H  1.44  1.94  0.29  0.1032
H  -1.05  -2.48  0.66  0.1026

***

# 17
Formula: C5H8N2
Source: the OMol25 dataset
Level of theory: ωB97M-V/def2-TZVPD

Summary:
gap between HOMO and LUMO: 10.97 eV
E_LUMO: 1.009 eV

Last column: Löwdin charge in e.
Atoms and positions in Å:
N  -1.67  -2.01  0.23  0.0289
N  -1.38  0.76  0.59  0.0079
C  -1.01  -1.64  -0.69  -0.1152
C  1.66  -0.43  -0.53  -0.0840
C  -0.39  1.27  -0.36  -0.1406
C  0.61  0.28  0.29  -0.3211
C  -0.67  -0.39  0.84  -0.2108
H  2.43  0.29  -0.84  0.0801
H  -0.72  -0.91  1.79  0.1187
H  -0.17  2.34  -0.27  0.1129
H  1.07  0.76  1.16  0.1430
H  2.15  -1.21  0.06  0.0835
H  -2.38  0.75  0.43  0.1348
H  1.22  -0.90  -1.41  0.0485
H  -0.60  1.00  -1.40  0.1135

***

# 18
Formula: C5H8N2
Source: the OMol25 dataset
Level of theory: ωB97M-V/def2-TZVPD

Summary:
SMILES: C1=CC1.N=C=CN
gap between HOMO and LUMO: 9.41 eV
E_LUMO: 0.834 eV

Last column: Löwdin charge in e.
Atoms and positions in Å:
N  -2.36  0.27  -0.47  0.0169
N  0.08  -2.17  0.56  0.1288
C  -1.39  -0.13  0.48  -0.2462
C  1.58  -0.27  -0.60  -0.1604
C  0.56  0.60  -0.59  -0.1282
C  1.67  0.88  0.36  -0.1403
C  -0.81  -1.35  0.59  -0.1910
H  -1.37  0.47  1.38  0.1250
H  2.22  -0.75  -1.32  0.1050
H  -2.38  -0.33  -1.28  0.0864
H  -3.29  0.33  -0.07  0.0799
H  1.52  0.71  1.43  0.0832
H  -0.12  1.14  -1.25  0.1028
H  0.93  -1.59  0.08  0.0531
H  2.33  1.73  0.14  0.0849

***

# 19
Formula: C5H8N2
Source: the OMol25 dataset
Level of theory: ωB97M-V/def2-TZVPD

Summary:
SMILES: C1=NCN2CC[C@H]12
gap between HOMO and LUMO: 9.78 eV
E_LUMO: 0.998 eV

Last column: Löwdin charge in e.
Atoms and positions in Å:
N  1.79  1.03  0.41  0.0639
N  0.30  -0.25  -0.89  -0.0904
C  0.91  1.09  -0.76  -0.2158
C  -1.21  -0.58  0.64  -0.0940
C  1.43  0.04  1.13  -0.1091
C  -1.18  -0.23  -0.87  -0.1700
C  0.33  -0.79  0.50  -0.2561
H  1.46  1.39  -1.66  0.1092
H  -1.59  0.23  1.27  0.1047
H  1.98  -0.21  2.04  0.1089
H  0.58  -1.86  0.53  0.1318
H  -1.57  0.76  -1.15  0.1016
H  -1.63  -0.99  -1.51  0.1055
H  0.14  1.86  -0.56  0.1138
H  -1.76  -1.50  0.88  0.0959

***

# 20
Formula: C5H8N2
Source: the OMol25 dataset
Level of theory: ωB97M-V/def2-TZVPD

Summary:
gap between HOMO and LUMO (alpha / beta): 8.07 / 8.07 eV
E_LUMO (alpha / beta): 0.570 / 0.570 eV

Last column: Löwdin charge in e.
Atoms and positions in Å:
N  -0.10  0.80  -0.30  -0.1480
N  -0.94  -0.93  -1.76  0.1321
C  -0.69  -0.50  -0.48  -0.3853
C  -0.19  -0.09  1.66  -0.1694
C  -0.29  1.17  1.00  -0.1504
C  -0.80  -1.07  0.73  -0.0429
C  1.30  0.72  -0.54  -0.0267
H  -1.10  -2.08  0.97  0.1041
H  -0.24  -0.21  2.74  0.1058
H  -0.69  -1.89  -1.96  0.0972
H  1.08  -0.16  1.14  0.1909
H  1.86  1.56  -0.14  0.0506
H  -0.64  -0.29  -2.49  0.0897
H  1.57  0.49  -1.58  0.0428
H  0.21  2.08  1.32  0.1094

***

What did we get for maximum force? Answer: 0.0200; 0.0275; 0.0048; 0.0257; 0.0221; 0.0222; 0.0130; 0.0273; 0.0235; 0.0213; 0.0054; 0.0798; 0.0830; 0.0109; 0.0198; 0.0058; 0.0201; 0.0142; 0.0108; 0.0072 hartree/bohr, in the order shown.
What did we get for ΔE to the lowest compared entry with this formula, charge and spin? Answer: 29.85; 118.64; 8.51; 216.67; 104.75; 33.55; 121.77; 110.42; 101.84; 63.10; 69.11; 110.79; 21.98; 68.44; 94.17; 44.69; 80.83; 118.41; 43.62; 113.53 kcal per mole, in the order shown.